Computed, not measured: a cluster of 2 separate species, C5H13O in total, with the ωB97M-V functional and the def2-TZVPD basis.

XYZ file:
```
19
C5H13O the ωB97M-V functional and the def2-TZVPD basis
C -1.110 1.160 -0.618
C -1.599 -0.934 0.504
C 1.084 -1.158 -0.774
C 1.676 0.803 0.522
C -0.680 0.155 0.297
O 0.722 -0.193 0.234
H -1.384 0.727 -1.662
H -0.284 1.654 -0.957
H -1.968 1.765 -0.192
H -1.817 -1.402 -0.431
H -2.459 -0.661 1.114
H -1.089 -1.802 1.139
H 1.342 -0.700 -1.802
H 2.037 -1.640 -0.455
H 0.364 -1.881 -0.947
H 1.153 1.772 0.727
H 2.243 0.606 1.458
H 2.336 0.830 -0.327
H -0.564 0.898 2.168
```

Calculated values
E_HOMO (alpha / beta): -14.07 / -13.75 eV
Orbital gap (alpha / beta): 9.4 / 9.1 eV
2S+1: 1
Net charge: +1